Run i
Entry from the OMol25 dataset: an isolated ion of composition C3H11N2P2 and charge +1 (ωB97M-V/def2-TZVPD).

- total charge = +1
- SMILES string = C/P=N/P(C)(C)=[NH2+]
- M (g/mol) = 137.08
- LUMO energy (eV) = -4.7
- orbital gap (Eh) = 0.324
- HOMO level (eV) = -13.47

Each line ends with the natural charge from an NBO analysis.
Positions of all 18 atoms, in Å:
C1 1.14814 1.51025 -2.91880  -0.985
C2 0.26086 -1.95484 0.64222  -1.030
C3 -2.11945 -0.08767 1.01757  -0.955
N1 0.48326 0.38588 -0.62101  -1.259
N2 0.59994 0.43764 1.93811  -1.170
P1 -0.12240 1.50526 -1.56281  1.199
P2 -0.30173 -0.27463 0.73277  1.905
H1 0.73953 1.90425 -3.79883  0.257
H2 1.74677 2.36644 -2.59065  0.264
H3 1.62363 0.55894 -3.03764  0.265
H4 1.28773 -1.95338 1.12676  0.283
H5 0.12576 -2.32660 -0.34520  0.274
H6 -0.26362 -2.71385 1.30450  0.277
H7 -2.19007 1.10337 1.25243  0.285
H8 -2.41581 -0.63739 1.88655  0.278
H9 -2.62113 -0.35439 0.11358  0.272
H10 1.56836 0.46668 1.93315  0.423
H11 0.45024 0.06404 2.92730  0.416

***

Run ii
Entry from the OMol25 dataset: a 2-piece molecular cluster, C3H11N2P2 overall (ωB97M-V/def2-TZVPD).

- total charge = +1
- M (g/mol) = 137.08
- LUMO energy (spin up / spin down) (eV) = -4.7 / -6.6
- orbital gap (spin up / spin down) (Eh) = 0.335 / 0.208
- HOMO level (spin up / spin down) (eV) = -13.86 / -12.30

Each line ends with the natural charge from an NBO analysis.
Positions of all 18 atoms, in Å:
C1 3.70294 -2.56626 -2.09213  -0.809
C2 -2.05479 2.36976 1.20183  -0.933
C3 -2.11398 -0.49687 0.69308  -0.896
N1 2.11069 -0.85493 -0.64868  -0.935
N2 0.19424 1.05450 0.47279  -1.024
P1 3.48796 -1.37358 -0.49725  1.063
P2 -1.07894 0.84537 1.54989  1.328
H1 2.75899 -3.05947 -2.11051  0.241
H2 3.77798 -1.84601 -2.92802  0.250
H3 4.58162 -3.13936 -1.88926  0.240
H4 -1.68277 3.30903 1.73945  0.276
H5 -3.10841 2.18787 1.55653  0.271
H6 -1.94990 2.52544 0.19739  0.254
H7 -1.91715 -1.43338 1.09726  0.257
H8 -1.85509 -0.47448 -0.30353  0.253
H9 -3.15160 -0.41103 0.92325  0.265
H10 0.62162 0.10119 0.04820  0.482
H11 0.84638 1.72575 0.83355  0.416

***

List of relative energies, unit hartree: run i 0.0000; run ii 0.1330

***

Run i
Entry from the OMol25 dataset: one molecule with the formula C3H4N2S2 (ωB97M-V/def2-TZVPD).

- total charge = 0
- M (g/mol) = 132.21
- LUMO energy (spin up / spin down) (eV) = 0.1 / 0.3
- orbital gap (spin up / spin down) (Eh) = 0.253 / 0.268
- HOMO level (spin up / spin down) (eV) = -6.76 / -7.00

Each line ends with the natural charge from an NBO analysis.
Positions of all 11 atoms, in Å:
C1 1.38092 -0.56231 0.51690  0.005
C2 -1.40876 -0.49132 0.47211  0.068
C3 0.01928 1.73853 -0.17014  -0.682
N1 1.80093 -1.69879 0.65856  -0.643
N2 -1.77496 -1.65304 0.55190  -0.641
S1 1.61697 1.01128 0.50225  0.350
S2 -1.54124 1.15432 0.44970  0.337
H1 -0.06799 2.84112 0.07444  0.246
H2 -0.13107 1.73067 -1.17888  0.216
H3 2.84157 -1.98984 0.73882  0.362
H4 -2.58518 -2.13221 0.86685  0.383

***

Run ii
Entry from the OMol25 dataset: one molecule with the formula C3H4N2S2 (ωB97M-V/def2-TZVPD).

- total charge = 0
- SMILES string = N#C[C@@H](S)C(N)=S
- M (g/mol) = 132.21
- LUMO energy (eV) = -0.2
- orbital gap (Eh) = 0.327
- HOMO level (eV) = -9.06

Each line ends with the natural charge from an NBO analysis.
Positions of all 11 atoms, in Å:
C1 -0.57233 -0.40710 0.45525  0.084
C2 0.49374 -0.04505 -0.57104  -0.507
C3 0.79074 -1.12824 -1.46578  0.268
H1 0.42616 0.76466 1.84936  0.391
H2 -1.05647 0.10211 2.32376  0.408
H3 1.44231 0.22589 -0.02801  0.254
H4 -0.35554 2.18305 -0.56467  0.126
N1 -0.42204 0.29138 1.61787  -0.774
N2 1.10947 -1.97083 -2.18562  -0.260
S1 -1.82742 -1.40990 0.17155  -0.045
S2 -0.02863 1.39403 -1.60267  0.056

***

Run iii
Entry from the OMol25 dataset: one molecule with the formula C3H4N2S2 (ωB97M-V/def2-TZVPD).

- total charge = 0
- SMILES string = Sc1ccn(S)n1
- M (g/mol) = 132.21
- LUMO energy (eV) = 0.7
- orbital gap (Eh) = 0.344
- HOMO level (eV) = -8.69

Each line ends with the natural charge from an NBO analysis.
Positions of all 11 atoms, in Å:
C1 0.03503 -0.60137 -0.86084  0.005
C2 -0.31587 -1.57309 0.08230  -0.360
C3 -0.34981 -0.87817 1.25638  -0.012
H1 0.92488 0.18528 -2.82724  0.152
H2 -0.44006 -2.60445 -0.18058  0.242
H3 -0.56142 -1.12470 2.28682  0.233
H4 1.29018 1.71061 2.25657  0.112
N1 -0.05919 0.41134 0.94210  -0.329
N2 0.27457 0.58794 -0.37532  -0.288
S1 0.10232 -0.87842 -2.59990  0.015
S2 -0.03589 1.70055 2.07677  0.229

***

List of relative energies, unit hartree: run i 0.1608; run ii 0.0000; run iii 0.0220

***

Run i
Entry from the OMol25 dataset: one molecule with the formula C3H4Cl2S (ωB97M-V/def2-TZVPD).

- total charge = 0
- SMILES string = S=C(Cl)CCCl
- M (g/mol) = 143.04
- LUMO energy (eV) = -0.7
- orbital gap (Eh) = 0.317
- HOMO level (eV) = -9.33

Each line ends with the natural charge from an NBO analysis.
Positions of all 10 atoms, in Å:
C1 1.04487 -0.47439 -1.00234  -0.253
C2 -0.37000 0.24798 -0.47655  -0.452
C3 -0.39360 0.06022 1.02035  -0.326
S1 2.33041 0.42900 -1.19731  0.126
Cl1 0.88608 -2.09564 -1.16515  0.121
Cl2 -1.99574 0.76696 1.72415  -0.124
H1 -1.25322 -0.17502 -1.13568  0.228
H2 -0.38822 1.28227 -0.64748  0.231
H3 0.43036 0.77123 1.27381  0.219
H4 -0.29094 -0.81261 1.60621  0.231

***

Run ii
Entry from the OMol25 dataset: one molecule with the formula C3H4Cl2S (ωB97M-V/def2-TZVPD).

- total charge = 0
- SMILES string = S=C[C@H](Cl)CCl
- M (g/mol) = 143.04
- LUMO energy (eV) = -0.9
- orbital gap (Eh) = 0.306
- HOMO level (eV) = -9.20

Each line ends with the natural charge from an NBO analysis.
Positions of all 10 atoms, in Å:
C1 0.66852 -0.93387 0.13426  -0.410
C2 -0.50107 -0.06054 -0.44385  -0.275
C3 -0.49391 1.24146 0.32248  -0.240
H1 0.49036 -1.93953 -0.29085  0.233
H2 0.63344 -0.96495 1.22815  0.220
H3 -0.26295 0.06370 -1.41654  0.223
H4 -0.61201 1.14815 1.38741  0.194
S1 -0.08440 2.73725 -0.31153  0.083
Cl1 2.26317 -0.44490 -0.31280  -0.005
Cl2 -2.10114 -0.84677 -0.29673  -0.024

***

List of relative energies, unit hartree: run i 0.0132; run ii 0.0000

***

Run i
Entry from the OMol25 dataset: a 2-piece molecular cluster, C3H4Cl2S overall (ωB97M-V/def2-TZVPD).

- total charge = 0
- M (g/mol) = 143.04
- LUMO energy (eV) = 0.3
- orbital gap (Eh) = 0.332
- HOMO level (eV) = -8.76

Each line ends with the natural charge from an NBO analysis.
Positions of all 10 atoms, in Å:
C1 1.89314 0.58100 -0.19153  -0.516
C2 0.92853 -0.28634 -0.11218  -0.030
C3 -1.17136 0.33023 0.48890  -0.413
S1 -2.16643 -1.16239 0.55229  0.037
Cl1 0.87406 -1.92899 -0.42034  0.059
Cl2 -1.65613 1.56528 -0.61511  0.028
H1 2.84364 0.13780 -0.28221  0.225
H2 1.59967 1.70164 -0.14531  0.244
H3 -0.97733 0.51086 1.54180  0.224
H4 -2.16780 -1.44910 -0.81631  0.143

***

Run ii
Entry from the OMol25 dataset: C3H4Cl2S as an isolated structure (ωB97M-V/def2-TZVPD).

- total charge = 0
- M (g/mol) = 143.04
- LUMO energy (eV) = 0.7
- orbital gap (Eh) = 0.333
- HOMO level (eV) = -8.35

Each line ends with the natural charge from an NBO analysis.
Positions of all 10 atoms, in Å:
C1 0.80433 0.66515 -0.60405  -0.260
C2 1.40592 0.46725 0.80270  -0.506
C3 -0.55221 0.58122 -0.25261  -0.237
S1 -0.31337 0.24241 1.42852  0.268
Cl1 -1.61400 -2.30850 -0.53187  -0.263
Cl2 -2.04785 1.16672 -0.86534  0.055
H1 1.24015 0.80916 -1.64100  0.227
H2 -2.79794 -2.72852 -0.26943  0.267
H3 2.13781 -0.28615 0.84066  0.226
H4 1.73716 1.39125 1.09242  0.225

***

List of relative energies, unit hartree: run i 0.0643; run ii 0.0000